1.
Computed, not measured: a structure of composition C3H7N3OS in a non-equilibrium geometry, with ωB97M-V/def2-TZVPD.

## Properties
HOMO-LUMO gap (eV): 9.52
E_HOMO (eV): -9.15
E (a.u.): -755.932034
Energy relative to the best compared isomer or geometry (same formula, charge and spin) (eV): 8.225
LUMO level (eV): 0.37

Last column: Löwdin charge in e.
Element x y z (Å)
C: -2.598 -0.386 -0.586  -0.12
C: -0.566 0.701 0.147  -0.46
C: 0.815 0.862 0.944  -0.24
H: -2.352 -1.395 -1.512  0.17
H: -3.725 -0.718 0.144  0.16
H: -2.700 0.837 -1.150  0.14
H: 0.083 -1.200 0.327  0.04
H: -1.165 1.879 -1.274  0.05
H: 0.922 1.425 1.840  0.11
H: 1.106 0.360 -1.442  -0.02
N: -1.594 -0.178 0.449  -0.22
N: -0.461 1.816 -0.510  0.11
N: 1.905 0.303 0.682  -0.37
O: -0.864 -1.357 0.854  -0.11
S: 1.868 -0.687 -0.696  0.75

2.
Computed, not measured: an isolated molecule of C3H7N3OS, with ωB97M-V/def2-TZVPD.

## Properties
HOMO-LUMO gap (eV): 9.60
SMILES string: [H]/N=C/N(C)O/C=N/S
E_HOMO (eV): -8.74
E (a.u.): -756.104261
Energy relative to the best compared isomer or geometry (same formula, charge and spin) (eV): 3.539
LUMO level (eV): 0.86

Last column: Löwdin charge in e.
Element x y z (Å)
C: -0.392 -0.576 1.725  -0.05
C: 1.438 0.622 -0.375  -0.34
C: -0.797 -1.284 -0.623  -0.29
H: 0.323 -0.840 2.525  0.10
H: -1.341 -1.057 1.981  0.09
H: -0.535 0.518 1.739  0.08
H: 2.468 0.750 -0.726  0.14
H: -0.427 3.465 -0.897  -0.15
H: -1.835 -1.493 -0.251  0.14
H: -1.190 -1.547 -2.435  0.05
N: 0.051 -1.068 0.435  -0.18
N: 0.479 1.449 -0.368  -0.35
N: -0.408 -1.287 -1.831  0.10
O: 1.330 -0.657 0.085  -0.03
S: 0.836 3.007 -0.983  0.71

3.
Computed, not measured: an isolated molecule of C3H7N3S in a non-equilibrium geometry, with ωB97M-V/def2-TZVPD.

## Properties
HOMO-LUMO gap (eV): 9.57
SMILES string: [H]/N=C1/SCCN1N
E_HOMO (eV): -8.96
E (a.u.): -680.854541
Energy relative to the best compared isomer or geometry (same formula, charge and spin) (eV): 3.475
LUMO level (eV): 0.61

Last column: Löwdin charge in e.
Element x y z (Å)
C: -0.352 -0.017 1.571  -0.29
C: 0.720 0.979 1.269  -0.45
C: 0.226 -0.303 -0.838  -0.67
H: -0.974 -2.658 0.610  0.12
H: -2.356 -1.255 0.846  0.18
H: -1.270 0.562 1.572  0.11
H: -0.029 -0.489 2.514  0.13
H: 1.867 0.724 1.500  0.12
H: 0.524 2.022 1.783  0.10
H: -0.358 -1.690 -1.691  0.03
N: -1.436 -1.740 0.258  -0.01
N: -0.354 -0.853 0.399  -0.30
N: 0.222 -0.880 -2.047  0.05
S: 0.625 1.446 -0.589  0.86

4.
Computed, not measured: an isolated molecule of C3H7N3S in a non-equilibrium geometry, with ωB97M-V/def2-TZVPD.

## Properties
HOMO-LUMO gap (eV): 9.09
SMILES string: [H]/N=C\N(C)C(N)=S
E_HOMO (eV): -8.60
E (a.u.): -680.957491
Energy relative to the best compared isomer or geometry (same formula, charge and spin) (eV): 0.673
LUMO level (eV): 0.49

Last column: Löwdin charge in e.
Element x y z (Å)
C: -0.480 -0.791 -1.602  -0.07
C: -1.165 0.767 0.134  -0.23
C: 1.033 -0.263 0.274  -0.90
H: -0.087 -1.783 -1.572  0.07
H: 0.083 -0.280 -2.373  0.08
H: -1.541 -0.765 -1.746  0.08
H: -2.091 0.619 -0.403  0.11
H: -0.121 1.773 1.417  0.04
H: 1.929 -0.022 2.108  0.11
H: 0.241 -0.168 2.091  0.10
N: -0.193 -0.161 -0.320  -0.16
N: -1.072 1.681 1.024  0.09
N: 1.068 0.052 1.577  0.07
S: 2.396 -0.659 -0.609  0.62

5.
Computed, not measured: an isolated molecule of C3H7N3S in a non-equilibrium geometry, with ωB97M-V/def2-TZVPD.

## Properties
HOMO-LUMO gap (eV): 9.28
SMILES string: C=N/N=C\CSN
E_HOMO (eV): -8.54
E (a.u.): -680.840358
Energy relative to the best compared isomer or geometry (same formula, charge and spin) (eV): 3.861
LUMO level (eV): 0.74

Last column: Löwdin charge in e.
Element x y z (Å)
C: -0.247 1.044 0.948  -0.21
C: -0.898 0.586 -0.271  -0.49
C: 2.571 -0.287 -0.323  -0.05
N: 0.973 0.612 1.131  -0.01
N: -2.514 -1.441 0.227  -0.36
N: 1.582 -0.235 0.487  -0.11
S: -2.656 0.252 0.039  0.79
H: -0.454 1.733 1.720  0.09
H: -0.939 1.402 -1.041  0.08
H: -0.416 -0.336 -0.610  0.07
H: -2.839 -1.703 1.150  0.01
H: 3.227 0.613 -0.646  0.08
H: 3.184 -1.208 -0.297  0.06
H: -3.142 -1.986 -0.376  0.03

6.
Computed, not measured: a cluster of 2 separate species, C3H7N3S2 in total in a non-equilibrium geometry, with ωB97M-V/def2-TZVPD.

## Properties
HOMO-LUMO gap (eV): 7.02
SMILES string: CSN=C=N.CN=S
E_HOMO (eV): -8.27
E (a.u.): -1079.007612
Energy relative to the best compared isomer or geometry (same formula, charge and spin) (eV): 4.334
LUMO level (eV): -1.25

Last column: Löwdin charge in e.
Element x y z (Å)
C: 2.721 1.170 -0.240  -0.50
C: -0.671 0.591 -2.447  -0.27
C: 2.916 -1.272 1.721  -0.35
N: 3.041 2.348 -0.125  0.13
N: 2.628 0.048 -0.646  -0.34
N: 0.048 1.438 -1.590  -0.58
S: 2.805 -1.464 -0.079  0.82
S: -0.418 1.553 -0.143  0.70
H: -1.817 0.938 -2.541  0.13
H: -0.205 0.476 -3.448  0.08
H: -0.637 -0.369 -2.026  0.04
H: 2.441 -2.016 2.288  0.02
H: 2.427 -0.279 1.865  0.05
H: 3.893 -1.412 1.985  -0.01
H: 2.330 2.936 0.411  0.08

Which value of energy relative to the best compared isomer or geometry (same formula, charge and spin) does entry 2 give? 3.539 eV

Repeat the sixth record exactly.
Computed, not measured: a cluster of 2 separate species, C3H7N3S2 in total in a non-equilibrium geometry, with ωB97M-V/def2-TZVPD.

## Properties
HOMO-LUMO gap (eV): 7.02
SMILES string: CSN=C=N.CN=S
E_HOMO (eV): -8.27
E (a.u.): -1079.007612
Energy relative to the best compared isomer or geometry (same formula, charge and spin) (eV): 4.334
LUMO level (eV): -1.25

Last column: Löwdin charge in e.
Element x y z (Å)
C: 2.721 1.170 -0.240  -0.50
C: -0.671 0.591 -2.447  -0.27
C: 2.916 -1.272 1.721  -0.35
N: 3.041 2.348 -0.125  0.13
N: 2.628 0.048 -0.646  -0.34
N: 0.048 1.438 -1.590  -0.58
S: 2.805 -1.464 -0.079  0.82
S: -0.418 1.553 -0.143  0.70
H: -1.817 0.938 -2.541  0.13
H: -0.205 0.476 -3.448  0.08
H: -0.637 -0.369 -2.026  0.04
H: 2.441 -2.016 2.288  0.02
H: 2.427 -0.279 1.865  0.05
H: 3.893 -1.412 1.985  -0.01
H: 2.330 2.936 0.411  0.08

Number 2 is which compound? C3H7N3OS